[1]
The following is a DFT calculation (the ωB97M-V functional and the def2-TZVPD basis) of an isolated molecule of C22H20N2O2.

Results
Orbital gap in Eh: 0.3233
Relative energy (zero: lowest compared OMol25 entry of this formula, charge and spin) in kcal per mole: 22.7
Electronic energy in eV: -30215.0965
Lowest unoccupied orbital energy in eV: 0.028
Net charge: 0
SMILES: Cc1ccnc(NC(=O)[C@H](C)c2cccc(C(=O)c3ccccc3)c2)c1
Max |F| in eV/Å: 0.5

Each line ends with the Löwdin charge.
Positions of all 46 atoms, in Å:
C1 -5.71718 -3.00518 -0.30519  -0.0432
C2 -5.10419 -1.65696 -0.50988  -0.2641
C3 -5.66104 -0.75034 -1.41167  -0.0404
C4 -5.06106 0.48395 -1.57119  -0.1435
N1 -3.97876 0.85912 -0.91020  0.1089
C5 -3.44468 -0.00337 -0.05146  -0.2763
N2 -2.31802 0.50017 0.59016  0.1646
C6 -1.51841 -0.08714 1.51902  -0.4350
O1 -1.65681 -1.21023 1.94459  0.0871
C7 -0.40646 0.84826 2.01723  -0.2392
C8 -1.02228 1.89143 2.95294  -0.0441
C9 0.34928 1.41783 0.84406  -0.1880
C10 0.07107 2.66878 0.30189  -0.0376
C11 0.75732 3.12402 -0.81289  -0.0523
C12 1.73037 2.34048 -1.40023  -0.0068
C13 2.04142 1.09705 -0.85450  -0.1425
C14 3.08965 0.26917 -1.50916  -0.3161
O2 3.24890 0.28386 -2.71284  0.1106
C15 3.93284 -0.56805 -0.61880  -0.1571
C16 4.45143 -1.76110 -1.11850  -0.0119
C17 5.25593 -2.55810 -0.32716  -0.0722
C18 5.56790 -2.16084 0.96335  -0.0795
C19 5.07680 -0.96322 1.45855  -0.0735
C20 4.25932 -0.16899 0.67579  -0.0352
C21 1.34089 0.64106 0.25627  0.0278
C22 -3.96852 -1.27145 0.18536  0.0429
H1 -6.76131 -2.90453 -0.01237  0.0847
H2 -5.18640 -3.56010 0.46344  0.0779
H3 -5.68681 -3.57455 -1.23348  0.0862
H4 -6.54488 -1.00826 -1.97428  0.1078
H5 -5.45888 1.21857 -2.25887  0.1043
H6 -2.07714 1.43067 0.26956  0.1296
H7 0.27528 0.22061 2.60021  0.1489
H8 -1.41781 1.39621 3.83677  0.0887
H9 -1.83954 2.42939 2.47800  0.0760
H10 -0.26468 2.60639 3.26675  0.0882
H11 -0.67683 3.30629 0.74929  0.1108
H12 0.52416 4.09492 -1.22391  0.1079
H13 2.26820 2.67692 -2.27340  0.1198
H14 4.20405 -2.04912 -2.12942  0.1189
H15 5.64530 -3.48714 -0.71627  0.1044
H16 6.20002 -2.78083 1.58184  0.1032
H17 5.33320 -0.64754 2.45919  0.1038
H18 3.89301 0.77273 1.05818  0.1177
H19 1.55228 -0.33960 0.65858  0.1347
H20 -3.49237 -1.92748 0.89420  0.1030

[2]
The following is a DFT calculation (the ωB97M-V functional and the def2-TZVPD basis) of a cluster of 4 separate species, C22H20N4O4 in total in a non-equilibrium geometry.

Results
Orbital gap in Eh: 0.3197
Relative energy (zero: lowest compared OMol25 entry of this formula, charge and spin) in kcal per mole: 186.5
Electronic energy in eV: -37282.2972
Lowest unoccupied orbital energy in eV: -0.838
Net charge: 0
SMILES: O=[N+]([O-])c1ccccc1.O=[N+]([O-])c1ccccc1.c1ccncc1.c1ccncc1
Max |F| in eV/Å: 2.2

Each line ends with the Löwdin charge.
Positions of all 50 atoms, in Å:
O1 -3.71182 -3.48465 -0.84465  0.0717
N1 -3.77174 -4.35160 -0.00422  -0.3663
O2 -3.77614 -4.10845 1.18038  0.0812
C1 -3.78689 -5.73076 -0.43264  -0.1540
C2 -4.07238 -6.06153 -1.75337  -0.0054
C3 -4.09013 -7.37640 -2.14297  -0.0590
C4 -3.71479 -8.35330 -1.21166  -0.0694
C5 -3.52132 -8.04187 0.12071  -0.0659
C6 -3.61916 -6.71383 0.53110  0.0051
H1 -4.37193 -5.25570 -2.41267  0.1229
H2 -4.41356 -7.69624 -3.12216  0.1095
H3 -3.60990 -9.41095 -1.42701  0.1084
H4 -3.30029 -8.80151 0.85604  0.1086
H5 -3.67041 -6.44639 1.57785  0.1205
O3 1.75547 6.51198 4.03235  0.0767
N2 1.60415 6.19110 2.86845  -0.3549
O4 1.81664 6.92189 1.91489  0.0735
C7 1.14013 4.84736 2.57897  -0.1447
C8 1.19366 4.34433 1.29837  -0.0048
C9 0.89454 3.02246 1.01303  -0.0686
C10 0.32335 2.26560 2.01190  -0.0728
C11 0.13362 2.78452 3.30040  -0.0666
C12 0.66187 4.01456 3.61506  -0.0012
H6 1.55373 4.97288 0.49191  0.1118
H7 0.92946 2.58445 0.02487  0.0825
H8 0.01565 1.24441 1.82083  0.0934
H9 -0.44525 2.21182 4.01165  0.1065
H10 0.63669 4.41897 4.61848  0.1152
C13 0.57902 -2.52781 0.40549  -0.0862
C14 -0.56363 -1.98598 -0.11682  -0.0551
C15 -0.47299 -0.68577 -0.62719  -0.1187
N3 0.65611 0.04371 -0.50324  0.0320
C16 1.76630 -0.53019 -0.03565  -0.1575
C17 1.77568 -1.82953 0.43781  -0.0668
H11 0.58898 -3.51170 0.86392  0.1078
H12 -1.55844 -2.40977 -0.14543  0.0806
H13 -1.25447 -0.03181 -0.98493  0.1065
H14 2.63745 0.11344 0.00314  0.1003
H15 2.69646 -2.28593 0.77282  0.1029
C18 2.31087 4.55928 -3.08356  -0.0792
C19 2.71980 3.42482 -2.39582  -0.0801
C20 3.66685 3.60035 -1.39420  -0.1818
N4 4.28797 4.73086 -1.08965  0.0665
C21 3.90420 5.79685 -1.78604  -0.1557
C22 2.93340 5.77975 -2.79363  -0.0663
H16 1.51378 4.56002 -3.81590  0.1020
H17 2.10833 2.53825 -2.50469  0.0976
H18 3.88063 2.71896 -0.79554  0.0986
H19 4.34984 6.76125 -1.56949  0.1024
H20 2.69059 6.66785 -3.35729  0.0965

[3]
The following is a DFT calculation (the ωB97M-V functional and the def2-TZVPD basis) of a cluster of 2 separate species, C22H20NO7S2 in total in a non-equilibrium geometry.

Results
Orbital gap in Eh: 0.1618
Electronic energy in eV: -60626.7795
Lowest unoccupied orbital energy in eV: 1.528
Net charge: -1
Max |F| in eV/Å: 1.5

Each line ends with the Löwdin charge.
Positions of all 52 atoms, in Å:
C1 -0.90990 0.46457 -0.04073  -0.0943
N1 0.42017 0.47178 -0.05823  -0.5913
O1 1.04481 1.58033 -0.07049  -0.1651
O2 1.05159 -0.63362 -0.06665  -0.1681
H1 -1.40552 -0.49839 -0.06555  0.0220
H2 -1.41350 1.42346 -0.06550  0.0296
C2 0.05779 4.10348 9.80410  -0.0670
O3 0.77517 3.06129 9.10160  -0.0857
C3 0.04252 2.02694 8.61779  -0.2580
C4 0.72886 1.05552 7.84733  0.0095
C5 0.02644 0.01205 7.29020  -0.0116
C6 -1.37737 -0.07833 7.42314  -0.2371
C7 -2.10100 -1.15375 6.77585  -0.0374
C8 -3.19287 -0.99442 5.99246  -0.2959
S1 -3.99206 -2.44996 5.33018  0.6969
C9 -4.52053 -3.35463 6.77243  -0.2775
C10 -3.71830 -4.37572 7.27985  -0.0622
C11 -4.14246 -5.09314 8.39857  -0.0739
C12 -5.37069 -4.78987 8.99433  -0.0810
C13 -6.16506 -3.75458 8.48991  -0.0701
C14 -5.73746 -3.03006 7.37586  -0.0453
O4 -5.22261 -2.07062 4.67271  -0.2912
O5 -2.98540 -3.21828 4.63654  -0.2798
S2 -3.80214 0.66369 5.62027  0.7108
C15 -4.56126 0.52175 4.00423  -0.3115
C16 -5.90497 0.84041 3.84652  -0.0706
C17 -6.48634 0.71938 2.58462  -0.0760
C18 -5.71439 0.30426 1.49689  -0.0680
C19 -4.35483 0.01604 1.66355  -0.0444
C20 -3.76959 0.14144 2.92266  -0.0466
O6 -4.85895 0.93951 6.57335  -0.3188
O7 -2.69234 1.57091 5.44816  -0.2633
C21 -2.04396 0.88039 8.21435  -0.0373
C22 -1.35423 1.91075 8.82067  -0.0072
H3 0.83911 4.80680 10.08945  0.0885
H4 -0.68060 4.58962 9.14780  0.0993
H5 -0.45128 3.71106 10.69780  0.0909
H6 1.79970 1.16639 7.69780  0.1208
H7 0.52890 -0.74685 6.68934  0.1270
H8 -1.73372 -2.17121 6.90774  0.1287
H9 -2.77107 -4.60006 6.79549  0.1136
H10 -3.50424 -5.88714 8.78974  0.1063
H11 -5.70952 -5.36161 9.85728  0.1019
H12 -7.12102 -3.50233 8.95271  0.1069
H13 -6.33751 -2.21818 6.97008  0.1193
H14 -6.48167 1.14410 4.71731  0.1097
H15 -7.54852 0.94070 2.47310  0.1018
H16 -6.16882 0.19821 0.51258  0.1031
H17 -3.73584 -0.30931 0.82646  0.1010
H18 -2.71215 -0.06635 3.08111  0.1289
H19 -3.11396 0.80364 8.40758  0.1143
H20 -1.90717 2.64394 9.41150  0.1051

What did the first record say?
The following is a DFT calculation (the ωB97M-V functional and the def2-TZVPD basis) of an isolated molecule of C22H20N2O2.

Results
Orbital gap in Eh: 0.3233
Relative energy (zero: lowest compared OMol25 entry of this formula, charge and spin) in kcal per mole: 22.7
Electronic energy in eV: -30215.0965
Lowest unoccupied orbital energy in eV: 0.028
Net charge: 0
SMILES: Cc1ccnc(NC(=O)[C@H](C)c2cccc(C(=O)c3ccccc3)c2)c1
Max |F| in eV/Å: 0.5

Each line ends with the Löwdin charge.
Positions of all 46 atoms, in Å:
C1 -5.71718 -3.00518 -0.30519  -0.0432
C2 -5.10419 -1.65696 -0.50988  -0.2641
C3 -5.66104 -0.75034 -1.41167  -0.0404
C4 -5.06106 0.48395 -1.57119  -0.1435
N1 -3.97876 0.85912 -0.91020  0.1089
C5 -3.44468 -0.00337 -0.05146  -0.2763
N2 -2.31802 0.50017 0.59016  0.1646
C6 -1.51841 -0.08714 1.51902  -0.4350
O1 -1.65681 -1.21023 1.94459  0.0871
C7 -0.40646 0.84826 2.01723  -0.2392
C8 -1.02228 1.89143 2.95294  -0.0441
C9 0.34928 1.41783 0.84406  -0.1880
C10 0.07107 2.66878 0.30189  -0.0376
C11 0.75732 3.12402 -0.81289  -0.0523
C12 1.73037 2.34048 -1.40023  -0.0068
C13 2.04142 1.09705 -0.85450  -0.1425
C14 3.08965 0.26917 -1.50916  -0.3161
O2 3.24890 0.28386 -2.71284  0.1106
C15 3.93284 -0.56805 -0.61880  -0.1571
C16 4.45143 -1.76110 -1.11850  -0.0119
C17 5.25593 -2.55810 -0.32716  -0.0722
C18 5.56790 -2.16084 0.96335  -0.0795
C19 5.07680 -0.96322 1.45855  -0.0735
C20 4.25932 -0.16899 0.67579  -0.0352
C21 1.34089 0.64106 0.25627  0.0278
C22 -3.96852 -1.27145 0.18536  0.0429
H1 -6.76131 -2.90453 -0.01237  0.0847
H2 -5.18640 -3.56010 0.46344  0.0779
H3 -5.68681 -3.57455 -1.23348  0.0862
H4 -6.54488 -1.00826 -1.97428  0.1078
H5 -5.45888 1.21857 -2.25887  0.1043
H6 -2.07714 1.43067 0.26956  0.1296
H7 0.27528 0.22061 2.60021  0.1489
H8 -1.41781 1.39621 3.83677  0.0887
H9 -1.83954 2.42939 2.47800  0.0760
H10 -0.26468 2.60639 3.26675  0.0882
H11 -0.67683 3.30629 0.74929  0.1108
H12 0.52416 4.09492 -1.22391  0.1079
H13 2.26820 2.67692 -2.27340  0.1198
H14 4.20405 -2.04912 -2.12942  0.1189
H15 5.64530 -3.48714 -0.71627  0.1044
H16 6.20002 -2.78083 1.58184  0.1032
H17 5.33320 -0.64754 2.45919  0.1038
H18 3.89301 0.77273 1.05818  0.1177
H19 1.55228 -0.33960 0.65858  0.1347
H20 -3.49237 -1.92748 0.89420  0.1030

> Which value of electronic energy does entry 2 give?

-37282.2972 eV

> Which of these has the lowest max |F|?

C22H20N2O2